[1]
DFT (wB97M-V/def2-TZVPD) results for the molecule C5H10N2O3.

## Properties
HOMO-LUMO gap	8.92	eV
lowest unoccupied orbital energy	-0.014	Ha
2S+1	1
HOMO level	-9.31	eV

Positions of all 20 atoms, in Å:
C (-1.03106, -1.77282, -1.17503)
C (-0.12660, -0.68348, -0.50250)
C (-0.94495, 0.15893, 0.47985)
C (-0.03109, 1.30168, 1.33161)
C (0.84508, 2.15884, 0.39065)
N (-1.45333, -0.65469, 1.60742)
O (-1.16975, -1.79924, 1.81930)
N (-2.15234, 0.88037, -0.11642)
O (-1.96250, 1.88002, -0.77857)
O (-3.23292, 0.29471, 0.02182)
H (-0.80177, -2.72702, -0.64123)
H (-0.76431, -1.87714, -2.20859)
H (-2.08364, -1.58925, -1.00832)
H (0.65311, -1.17459, 0.00187)
H (0.32167, -0.19019, -1.41403)
H (-0.72569, 1.89830, 1.90187)
H (0.59983, 0.61424, 2.04617)
H (1.86104, 1.69392, 0.34723)
H (0.43705, 2.23722, -0.61171)
H (0.84002, 3.11128, 0.80040)

***

[2]
DFT (wB97M-V/def2-TZVPD) results for the molecule C5H10N2O3.

## Properties
HOMO-LUMO gap	9.99	eV
lowest unoccupied orbital energy	0.022	Ha
2S+1	1
HOMO level	-9.39	eV

Positions of all 20 atoms, in Å:
C (2.21241, 0.88786, 1.55502)
C (0.77475, 0.90690, 1.12843)
O (-0.10665, 1.36587, 1.81332)
C (0.49445, 0.18542, -0.27934)
N (1.06334, -1.13600, -0.25424)
C (-1.00527, 0.27752, -0.57465)
N (-1.91149, -0.30905, 0.39397)
C (-1.27035, -0.43491, -1.98476)
O (-0.50311, -0.41653, -2.90620)
O (-2.42857, -1.08610, -2.01241)
H (2.30684, 1.15779, 2.60377)
H (2.75742, 1.61540, 0.95555)
H (2.63626, -0.09336, 1.35674)
H (1.02969, 0.76429, -1.03934)
H (0.50861, -1.78303, 0.29640)
H (1.17213, -1.50322, -1.19168)
H (-1.27247, 1.32907, -0.71852)
H (-1.48347, -1.10334, 0.86580)
H (-2.13410, 0.36740, 1.11591)
H (-2.84042, -0.99198, -1.12377)

***

[3]
DFT (wB97M-V/def2-TZVPD) results for the molecule C5H10N2S.

## Properties
HOMO-LUMO gap	10.27	eV
lowest unoccupied orbital energy	0.029	Ha
2S+1	1
HOMO level	-9.48	eV

Positions of all 18 atoms, in Å:
H (1.96759, 1.93410, 0.29356)
N (1.01521, 1.64502, 0.23588)
C (0.95126, 0.44093, -0.17190)
C (2.10037, -0.48913, -0.53859)
S (3.75654, 0.06714, -0.06947)
N (-0.28809, -0.17657, -0.42747)
C (-0.84744, -1.06673, 0.58913)
C (-1.46217, 0.26982, 0.31042)
C (-2.74097, 0.41333, -0.46365)
H (2.11113, -0.62436, -1.61049)
H (1.91327, -1.48444, -0.12558)
H (3.63220, -0.12342, 1.24934)
H (-0.28209, -1.19493, 1.47413)
H (-1.32758, -1.95425, 0.19456)
H (-1.28837, 1.00534, 1.07963)
H (-2.82704, -0.40340, -1.21845)
H (-2.77077, 1.39128, -0.98748)
H (-3.61306, 0.35026, 0.18644)

***

[4]
DFT (wB97M-V/def2-TZVPD) results for the molecule C5H10N2S.

## Properties
HOMO-LUMO gap	9.07	eV
lowest unoccupied orbital energy	0.030	Ha
2S+1	1
HOMO level	-8.26	eV

Positions of all 18 atoms, in Å:
C (2.39844, -1.86342, -0.16456)
N (1.15045, -1.44022, -0.23493)
N (1.02159, -0.07484, -0.27171)
C (-0.42098, 0.24783, -0.30114)
C (-1.21034, -0.23712, -1.44759)
C (-1.12002, 0.10721, 1.00496)
C (-0.88082, 1.49499, 0.32882)
S (0.35647, 2.50807, 1.19940)
H (2.73289, -2.87597, -0.06255)
H (3.32148, -1.15225, -0.33538)
H (1.64549, 0.48536, 0.20445)
H (-0.91472, 0.26287, -2.44458)
H (-1.19818, -1.33628, -1.47195)
H (-2.25011, -0.01065, -1.16533)
H (-2.12552, -0.43050, 0.99419)
H (-0.49087, -0.10948, 1.79338)
H (-1.77287, 1.96159, -0.06894)
H (-0.24238, 2.46280, 2.44346)

***

[5]
DFT (wB97M-V/def2-TZVPD) results for the molecule C5H10N2S.

## Properties
HOMO-LUMO gap	9.17	eV
lowest unoccupied orbital energy	0.031	Ha
2S+1	1
HOMO level	-8.33	eV

Positions of all 18 atoms, in Å:
N (1.65175, -1.11278, 0.07728)
C (0.33667, -0.81672, 0.60954)
C (-0.85067, -0.50076, -0.31325)
C (-0.61263, -0.42520, -1.82823)
S (-0.14899, 1.33148, -2.03400)
C (0.48157, 1.57443, -0.31372)
C (-0.22371, 0.59172, 0.53844)
N (-0.81034, 1.02827, 1.80633)
H (2.38975, -1.12265, 0.82286)
H (1.69744, -2.09698, -0.26081)
H (0.01585, -1.45225, 1.41675)
H (-1.80220, -0.98207, -0.10559)
H (-1.56201, -0.70617, -2.30686)
H (0.15983, -1.08707, -2.15206)
H (0.21608, 2.60796, 0.08958)
H (1.55981, 1.54802, -0.25268)
H (-1.74180, 1.38101, 1.70849)
H (-0.75640, 0.23977, 2.49794)

***

[6]
DFT (wB97M-V/def2-TZVPD) results for the molecule C5H10N2S.

## Properties
HOMO-LUMO gap	8.76	eV
lowest unoccupied orbital energy	0.027	Ha
2S+1	1
HOMO level	-8.03	eV

Positions of all 18 atoms, in Å:
C (3.05881, -0.84332, 0.37417)
C (1.98149, -0.36493, -0.62608)
C (1.36430, 0.98706, -0.28182)
C (0.03356, 1.11542, 0.00448)
N (-0.92845, 0.16219, -0.24301)
C (-2.13070, 0.38430, 0.09142)
N (-3.11982, -0.51754, -0.12289)
S (-4.76316, -0.11516, -0.16594)
H (3.74295, -0.05646, 0.66252)
H (2.55704, -1.13074, 1.29563)
H (3.59939, -1.63841, -0.13664)
H (2.30020, -0.31541, -1.68272)
H (1.11209, -1.07666, -0.59931)
H (2.02214, 1.84272, -0.17591)
H (-0.37462, 2.04338, 0.38117)
H (-2.47960, 1.34457, 0.49839)
H (-2.87812, -1.47432, -0.40475)
H (-5.09749, -0.34666, 1.13131)

***

[7]
DFT (wB97M-V/def2-TZVPD) results for the molecule C5H10N2S.

## Properties
HOMO-LUMO gap (spin up / spin down)	4.90 / 6.94	eV
<S²>	2.0079
lowest unoccupied orbital energy (spin up / spin down)	0.025 / -0.088	Ha
2S+1	3
HOMO level (spin up / spin down)	-4.23 / -9.35	eV

Positions of all 18 atoms, in Å:
C (-0.39947, -0.95749, -1.00496)
C (0.66593, 0.66008, 0.26737)
C (-0.44942, -2.20792, -1.88697)
C (0.74890, 2.06647, -0.40188)
C (-0.41839, 0.14675, 2.31652)
N (0.74346, -0.49259, -0.81295)
N (-0.62561, 0.55384, 0.95681)
S (-1.70967, -0.40446, 0.02594)
H (1.53529, 0.56171, 0.77018)
H (0.16418, -1.81299, -2.76492)
H (-1.44794, -2.46143, -2.32434)
H (0.04467, -2.93909, -1.44523)
H (0.05178, 1.90543, -1.23722)
H (1.77398, 2.23995, -0.79228)
H (0.41516, 2.81079, 0.35774)
H (0.14580, -0.82024, 2.39988)
H (0.20667, 0.90302, 2.65622)
H (-1.44531, 0.24815, 2.92009)

***

[8]
DFT (wB97M-V/def2-TZVPD) results for an isolated ion of composition C5H10N3 and charge +1.

## Properties
HOMO-LUMO gap	9.90	eV
total charge	+1
lowest unoccupied orbital energy	-0.150	Ha
2S+1	1
HOMO level	-13.98	eV

Positions of all 18 atoms, in Å:
H (0.42474, 0.41626, 2.69989)
N (0.10114, 0.05417, 1.80631)
C (0.60163, 0.58824, 0.73035)
C (1.62986, 1.68746, 0.67653)
C (0.43059, -0.13997, -0.69812)
C (-0.26243, 0.62540, -1.74333)
N (-0.33739, -1.30343, -0.51805)
C (-1.09714, -1.96221, 0.09622)
N (-2.19807, -2.46447, 0.50056)
H (2.69849, 1.29264, 0.76491)
H (1.42068, 2.21959, 1.54384)
H (1.38723, 2.36017, -0.16501)
H (1.54242, -0.35788, -0.97765)
H (-0.11970, 0.18595, -2.67548)
H (0.18470, 1.52979, -1.86827)
H (-1.32305, 0.67905, -1.39093)
H (-3.01828, -2.11132, 0.23874)
H (-2.06541, -3.29942, 0.97950)

***

[9]
DFT (wB97M-V/def2-TZVPD) results for a 2-piece molecular cluster, C5H10N3 overall.

## Properties
HOMO-LUMO gap	9.09	eV
total charge	+1
lowest unoccupied orbital energy	-0.125	Ha
2S+1	1
HOMO level	-12.49	eV

Positions of all 18 atoms, in Å:
C (2.99963, -0.52142, 0.78365)
C (3.39483, -0.48910, -0.39385)
C (-0.22758, -0.10711, -0.58533)
C (0.99682, 0.24089, -0.29138)
C (1.05668, 1.78366, 0.08145)
N (1.95099, -0.85337, -0.22454)
N (-1.44248, -0.24844, -0.89176)
N (-3.46407, -1.15644, 0.64208)
H (3.00158, -0.31271, 1.80884)
H (4.01917, -0.39447, -1.24770)
H (2.04991, 2.20803, 0.28188)
H (0.35767, 2.00510, 0.78234)
H (0.76697, 2.25028, -0.84300)
H (-1.72062, -0.18104, -1.86902)
H (-2.32366, -0.67038, -0.30498)
H (-3.59608, -0.63331, 1.50874)
H (-3.63995, -2.17486, 0.82521)
H (-4.17982, -0.74531, -0.06264)

***

[10]
DFT (wB97M-V/def2-TZVPD) results for an isolated ion of composition C5H10N3 and charge +1.

## Properties
HOMO-LUMO gap	8.74	eV
total charge	+1
lowest unoccupied orbital energy	-0.132	Ha
2S+1	1
HOMO level	-12.32	eV

Positions of all 18 atoms, in Å:
C (2.17973, 1.16966, -0.63862)
C (1.83352, 0.52498, 0.61998)
N (1.27828, -0.57021, 0.74832)
C (1.01898, -1.69363, 0.12096)
C (-0.25890, -1.89927, -0.32356)
C (-1.27850, -0.92100, -0.13281)
N (-1.10441, 0.37025, 0.06855)
N (-2.42528, 0.95580, 0.38886)
H (1.67797, 2.15021, -0.81255)
H (2.07889, 0.46502, -1.54842)
H (3.18900, 1.46134, -0.62255)
H (1.83910, 1.11469, 1.45112)
H (1.54372, -2.63853, 0.06565)
H (-0.72026, -2.86624, -0.68579)
H (-2.38667, -1.17488, -0.17318)
H (-2.40006, 2.00571, 0.09001)
H (-2.74064, 1.01646, 1.33849)
H (-3.32447, 0.52963, 0.04552)

***

[11]
DFT (wB97M-V/def2-TZVPD) results for an isolated ion of composition C5H10N3 and charge +1.

## Properties
HOMO-LUMO gap	10.47	eV
total charge	+1
lowest unoccupied orbital energy	-0.156	Ha
2S+1	1
HOMO level	-14.73	eV

Positions of all 18 atoms, in Å:
H (-0.79832, 0.06598, -2.49058)
N (-1.17843, -0.86149, -2.19656)
C (-0.99278, -1.17856, -0.98289)
C (-1.70670, -2.25224, -0.33096)
N (0.03769, -0.54108, 0.37110)
C (0.60300, 0.63033, 0.37720)
C (1.42134, 1.13113, 1.56854)
N (0.09289, 1.62154, -0.33859)
C (0.51202, 2.27453, -1.33422)
H (-2.79043, -1.98594, -0.04602)
H (-1.17694, -2.69715, 0.60846)
H (-1.86514, -3.11056, -1.03332)
H (0.34276, -1.41614, 0.81921)
H (1.24787, 2.24056, 1.71965)
H (2.49674, 0.96986, 1.31591)
H (0.88577, 0.79608, 2.56321)
H (-0.08192, 3.17197, -1.72507)
H (1.41050, 2.10402, -1.88831)

***

[12]
DFT (wB97M-V/def2-TZVPD) results for an isolated ion of composition C5H10N3 and charge +1.

## Properties
HOMO-LUMO gap	7.86	eV
total charge	+1
lowest unoccupied orbital energy	-0.174	Ha
2S+1	1
HOMO level	-12.61	eV

Positions of all 18 atoms, in Å:
C (-2.20899, -1.36584, 0.52646)
N (-1.18335, -1.72250, -0.04594)
C (-0.03274, -1.09442, -0.52853)
C (0.14803, 0.34500, -0.09783)
C (-0.81075, 1.18792, -0.22732)
N (-1.73178, 1.97360, -0.08654)
C (1.48819, 0.79970, 0.55135)
N (2.46997, 0.95264, -0.42815)
H (-3.02359, -1.97659, 0.77293)
H (-2.32321, -0.35715, 0.72182)
H (-1.09184, -2.69448, -0.25565)
H (-0.07917, -1.01932, -1.58011)
H (0.88726, -1.48504, -0.02818)
H (-1.89379, 2.63830, -0.82030)
H (1.31401, 1.53017, 1.30733)
H (1.95169, 0.05317, 1.17876)
H (2.81004, 1.91117, -0.51395)
H (3.31004, 0.32367, -0.44617)

***

[13]
DFT (wB97M-V/def2-TZVPD) results for an isolated ion of composition C5H10N3 and charge +1.

## Properties
HOMO-LUMO gap	10.15	eV
total charge	+1
lowest unoccupied orbital energy	-0.128	Ha
2S+1	1
HOMO level	-13.65	eV

Positions of all 18 atoms, in Å:
C (-1.17441, 0.92861, -2.84801)
C (-1.23645, 0.75144, -1.54480)
N (-0.35082, -0.27739, -1.00478)
C (0.91941, 0.17902, 0.10460)
N (0.28098, -0.44404, 1.26994)
C (1.02298, -0.10821, 2.55264)
C (-0.54573, -1.34281, 0.94870)
N (-0.92947, -1.33697, -0.26069)
H (-1.63154, 1.77603, -3.40669)
H (-0.77832, 0.20400, -3.58442)
H (-1.71518, 1.35552, -0.74765)
H (0.20037, -0.80695, -1.80338)
H (0.99728, 1.29698, -0.04842)
H (1.89103, -0.22359, -0.12081)
H (0.55552, 0.71798, 3.19760)
H (1.08329, -0.90893, 3.19001)
H (2.12827, 0.24144, 2.27367)
H (-0.71720, -2.00213, 1.83248)

***

For reference, energy by record: -14463.6656 -14470.3492 -19161.4795 -19159.4910 -19161.3796 -19161.2391 -19156.2283 -9808.5351 -9805.4713 -9807.2454 -9807.8313 -9807.5236 -9806.7395 eV.
For reference, relative energy (zero: lowest compared OMol25 entry of this formula, charge and spin) by record: 172.6 18.5 32.9 78.7 35.2 38.4 43.3 74.1 144.8 103.8 90.3 97.4 115.5 kcal/mol.